Density functional theory data (wB97M-V/def2-TZVPD) for C12H24AsCsF6O6S3 as an isolated structure.

Summary:
E_LUMO	-0.52	eV
Kohn-Sham gap	0.3411	hartree
strongest force on any atom	3.767	eV/Å
total charge	0

Geometry as XYZ:
```
53
Properties=species:S:1:pos:R:3:mulliken_charge:R:1
Cs -5.02 -1.78 0.75 1.08
As -1.51 -2.27 2.23 1.95
F -1.41 -3.04 3.86 -0.51
F -0.21 -3.43 1.75 -0.50
F -1.68 -1.51 0.61 -0.47
F -3.07 -1.43 2.70 -0.56
F -0.39 -1.02 2.79 -0.42
F -2.59 -3.48 1.67 -0.50
C 0.57 3.01 2.90 -0.73
C 0.01 1.74 3.41 -0.09
C -1.47 1.86 3.64 -0.74
S -2.12 3.05 2.48 0.87
O -3.20 3.85 3.06 -0.70
O -2.30 2.37 1.19 -0.43
C -0.49 3.98 2.48 -0.68
H 1.13 2.80 1.99 0.20
H 1.27 3.37 3.66 0.29
H 0.41 1.23 4.29 0.56
H 0.15 1.05 2.58 -0.03
H -1.65 2.36 4.59 0.33
H -2.07 0.95 3.67 0.32
H -0.63 4.62 3.35 0.28
H -0.44 4.38 1.47 0.50
C -1.17 0.34 -4.12 -1.00
C -0.36 0.36 -2.83 -0.08
C -1.01 1.25 -1.77 -0.14
S -2.87 1.26 -2.11 1.04
O -3.36 2.65 -2.35 -0.65
O -3.45 0.39 -1.11 -0.58
C -2.70 0.25 -3.66 -0.78
H -0.86 -0.50 -4.75 0.40
H -0.97 1.22 -4.72 0.36
H 0.66 0.70 -3.04 0.46
H -0.31 -0.69 -2.55 -0.22
H -0.55 2.22 -1.59 0.47
H -1.01 0.71 -0.82 -0.11
H -3.28 0.75 -4.44 0.44
H -3.05 -0.75 -3.40 0.33
C 3.26 -3.51 -1.10 -0.73
C 4.51 -2.69 -0.60 -0.50
C 4.59 -1.40 -1.39 -0.85
S 2.81 -0.93 -1.73 1.21
O 2.62 -0.82 -3.19 -0.68
O 2.39 0.04 -0.80 -0.60
C 2.08 -2.54 -1.14 -0.67
H 3.06 -4.27 -0.34 0.36
H 3.39 -3.97 -2.08 0.32
H 5.36 -3.37 -0.66 0.34
H 4.25 -2.34 0.40 0.29
H 4.98 -1.36 -2.40 0.38
H 5.00 -0.57 -0.81 0.37
H 1.20 -2.72 -1.76 0.42
H 1.50 -2.37 -0.23 0.35
```



Density functional theory data (wB97M-V/def2-TZVPD) for one molecule with the formula C25H22N4O4S.

Summary:
SMILES	COc1cccc(NC(=O)[C@H]2CC(=O)N(c3ccccc3)C(=S)N2NC(=O)c2ccccc2)c1
E_LUMO	0.28	eV
Kohn-Sham gap	0.3235	hartree
strongest force on any atom	1.033	eV/Å
total charge	0

Geometry as XYZ:
```
56
Properties=species:S:1:pos:R:3:mulliken_charge:R:1
C 5.62 -3.09 -3.70 -0.80
O 6.16 -2.49 -2.55 -0.43
C 5.32 -1.88 -1.67 0.54
C 5.92 -1.31 -0.54 -0.66
C 5.15 -0.67 0.40 -0.69
C 3.77 -0.57 0.25 -0.66
C 3.17 -1.13 -0.87 0.14
N 1.79 -1.08 -1.09 0.00
C 0.83 -0.51 -0.33 0.48
O 0.99 0.11 0.69 -0.64
C -0.59 -0.75 -0.91 -0.67
C -1.07 -2.17 -0.58 -0.96
C -1.11 -2.35 0.93 0.70
O -0.82 -3.38 1.48 -0.59
N -1.52 -1.23 1.61 0.54
C -1.56 -1.30 3.05 -1.02
C -2.53 -2.07 3.68 -0.05
C -2.54 -2.13 5.06 -0.78
C -1.59 -1.43 5.80 -0.36
C -0.63 -0.67 5.15 -0.87
C -0.61 -0.61 3.77 0.40
C -1.83 -0.02 1.04 0.55
S -2.63 1.16 1.88 -0.47
N -1.52 0.15 -0.27 0.37
N -1.68 1.43 -0.78 -0.66
C -1.79 1.74 -2.10 0.50
O -1.58 0.95 -3.00 -0.69
C -2.13 3.17 -2.34 0.43
C -2.92 3.92 -1.46 -0.33
C -3.23 5.23 -1.77 -0.78
C -2.76 5.81 -2.93 -0.35
C -1.98 5.07 -3.81 -0.57
C -1.68 3.75 -3.52 -0.39
C 3.94 -1.78 -1.83 -0.10
H 4.92 -3.89 -3.45 0.32
H 5.12 -2.35 -4.34 0.32
H 6.47 -3.51 -4.24 0.24
H 6.99 -1.39 -0.44 0.44
H 5.61 -0.24 1.27 0.37
H 3.17 -0.07 0.99 0.54
H 1.49 -1.54 -1.95 0.24
H -0.63 -0.55 -1.98 0.92
H -0.41 -2.93 -1.00 0.35
H -2.07 -2.32 -0.98 0.44
H -3.26 -2.61 3.09 0.42
H -3.29 -2.72 5.56 0.37
H -1.61 -1.48 6.88 0.39
H 0.11 -0.13 5.73 0.38
H 0.14 -0.03 3.25 0.47
H -1.91 2.09 -0.04 0.15
H -3.33 3.48 -0.56 0.51
H -3.85 5.81 -1.09 0.39
H -3.00 6.84 -3.16 0.38
H -1.62 5.51 -4.73 0.39
H -1.09 3.15 -4.19 0.43
H 3.45 -2.21 -2.69 0.39
```



Density functional theory data (wB97M-V/def2-TZVPD) for one molecule with the formula C4H9N3O.

Summary:
SMILES	C=C/C(=N/NC)NO
E_LUMO	0.56	eV
Kohn-Sham gap	0.3355	hartree
strongest force on any atom	5.238	eV/Å
total charge	0

Geometry as XYZ:
```
17
Properties=species:S:1:pos:R:3:mulliken_charge:R:1
C -1.02 0.30 2.85 -0.85
C -0.21 0.79 1.96 -0.07
C -0.30 0.46 0.52 0.51
N 0.68 0.91 -0.26 -0.76
N 0.76 0.33 -1.60 -0.21
C 1.68 -0.74 -1.88 -0.72
N -1.20 -0.48 0.21 -0.23
O -1.63 -0.49 -1.20 -0.49
H -0.98 0.51 3.85 0.30
H -1.80 -0.45 2.56 0.16
H 0.66 1.31 2.18 0.43
H 0.81 1.13 -2.34 0.31
H 1.37 -1.58 -1.29 0.25
H 1.36 -1.08 -2.98 0.29
H 2.82 -0.59 -1.69 0.25
H -2.22 -0.41 0.72 0.30
H -0.77 0.09 -1.58 0.53
```



Density functional theory data (wB97M-V/def2-TZVPD) for a 2-piece molecular cluster, C2H7NO4 overall.

Summary:
SMILES	O=C(O)NO.CO
E_LUMO	0.42	eV
Kohn-Sham gap	0.3736	hartree
strongest force on any atom	2.343	eV/Å
total charge	0

Geometry as XYZ:
```
14
Properties=species:S:1:pos:R:3:mulliken_charge:R:1
O -0.57 2.02 0.59 -0.56
C 0.28 1.18 0.53 0.60
O 1.33 1.22 -0.43 -0.50
N 0.49 0.24 1.52 -0.18
O -0.61 0.06 2.37 -0.41
H 2.03 0.59 -0.20 0.34
H 0.80 -0.68 1.21 0.31
H -1.07 0.93 2.38 0.34
C -0.68 -0.64 -1.39 -0.58
O -0.01 -1.63 -0.63 -0.52
H -1.17 -1.07 -2.27 0.34
H -1.46 -0.22 -0.77 0.23
H 0.10 0.18 -1.67 0.29
H 0.53 -2.17 -1.23 0.30
```



Density functional theory data (wB97M-V/def2-TZVPD) for an isolated ion of composition C4H8NO and charge +1.

Summary:
E_LUMO	-4.69	eV
Kohn-Sham gap	0.2960	hartree
strongest force on any atom	1.580	eV/Å
total charge	+1

Geometry as XYZ:
```
14
Properties=species:S:1:pos:R:3:mulliken_charge:R:1
C -0.89 -0.65 0.28 -0.57
C 0.63 -0.93 0.09 -0.54
C -1.02 0.66 -0.35 0.01
C 1.38 0.33 0.39 -0.14
N -0.63 1.73 0.24 -0.18
O 2.51 0.53 -0.12 -0.26
H -1.50 -1.41 -0.19 0.32
H -1.11 -0.61 1.35 0.29
H 0.95 -1.66 0.84 0.33
H 0.81 -1.35 -0.90 0.41
H -1.34 0.73 -1.39 0.38
H -0.58 2.63 -0.24 0.25
H -0.28 1.70 1.19 0.35
H 2.93 -0.14 -0.71 0.34
```



Density functional theory data (wB97M-V/def2-TZVPD) for a 3-piece molecular cluster, C4H16NO3 overall.

Summary:
E_LUMO	-2.75	eV
Kohn-Sham gap	0.4225	hartree
strongest force on any atom	6.085	eV/Å
total charge	+1

Geometry as XYZ:
```
24
Properties=species:S:1:pos:R:3:mulliken_charge:R:1
C 0.40 -1.54 1.05 -1.40
C -0.29 -0.78 -0.02 0.47
C 0.46 -0.89 -1.47 0.19
C 1.93 -1.08 -1.39 -1.20
O 0.15 0.30 -2.05 -0.48
N -0.52 0.73 0.21 -0.25
H 1.17 -2.45 0.83 0.20
H 1.11 -0.85 1.52 0.41
H -0.17 -1.96 1.89 0.34
H -1.27 -1.25 -0.23 0.26
H -0.11 -1.73 -1.97 0.19
H 2.44 -0.28 -0.86 0.34
H 2.09 -2.06 -0.69 0.18
H 2.43 -1.28 -2.29 0.49
H 0.67 0.49 -2.73 0.30
H -0.47 0.95 1.32 0.17
H 0.18 1.33 -0.05 0.41
H -1.42 1.04 -0.24 0.46
H -0.82 1.48 3.87 0.28
H 0.43 1.51 3.45 0.30
O -0.42 1.23 3.08 -0.63
H -2.32 2.23 -1.78 0.33
H -3.30 2.52 -0.63 0.34
O -2.35 2.33 -0.81 -0.70
```



no.,HOMO level (eV),total energy (eV)
1,-9.807,-135317.481
2,-8.528,-51268.363
3,-8.568,-10806.640
4,-9.750,-11865.637
5,-12.746,-7805.366
6,-14.242,-12032.539